Record 1
A structure of composition C4H11N3 in a non-equilibrium geometry. Source: the Open Molecules 2025 dataset; level of theory: ωB97M-V/def2-TZVPD.

For the total energy, the calculation gives -323.09267 Eh. Its total charge is 0.

```
18
Properties=species:S:1:pos:R:3:forces:R:3
C 1.271012 -0.686210 0.572262 0.441 0.745 -0.486
C 0.397017 -1.917967 0.471389 -2.023 1.342 -1.013
N 1.096088 0.082886 -0.681948 1.325 -0.654 0.644
H 1.663814 0.921553 -0.750295 0.120 -0.422 -0.127
H 1.212837 -0.535138 -1.479221 0.101 0.423 0.010
H 2.346747 -0.882051 0.757798 -0.432 -0.166 0.257
H 0.896628 -0.049967 1.381951 0.115 -0.064 0.088
H 0.853549 -2.660776 -0.186693 -0.314 0.054 -0.227
H -0.735873 -1.377890 -0.037897 3.245 -2.227 1.569
H 0.245693 -2.379801 1.445141 -0.251 0.024 -0.008
C -1.762318 -0.310248 -0.722525 -0.206 3.779 -0.861
C -0.453212 2.529293 0.485508 0.242 -0.299 -0.267
N -1.024275 0.788691 -0.951150 -2.848 -2.560 -0.834
N -1.175703 1.905472 -0.350488 -0.148 0.889 0.765
H -2.024646 -0.844593 -1.625273 0.581 -0.588 0.098
H 0.447902 2.121291 0.933097 0.005 -0.191 0.063
H -2.537733 -0.258184 0.038040 0.171 -0.122 0.240
H -0.717524 3.553639 0.700302 -0.125 0.037 0.090
```
Forces are in eV/Å.

Record 2
A cluster of 2 separate species, C4H8O3 in total. Source: the Open Molecules 2025 dataset; level of theory: ωB97M-V/def2-TZVPD.

For the total energy, the calculation gives -382.91304 Eh. The SMILES is C=CC(=O)OC.O. Its total charge is 0.

```
15
Properties=species:S:1:pos:R:3:forces:R:3
C -0.079410 -2.187225 -1.132654 0.064 0.072 0.123
C 0.346166 -1.389839 -0.158199 -0.010 -0.201 -0.195
C 0.430874 0.075641 -0.385710 -0.073 0.113 -0.385
O 0.120581 0.647442 -1.406493 0.141 -0.201 0.425
O 0.880409 0.711535 0.712724 -0.024 -0.119 -0.099
C 1.034816 2.126863 0.566054 0.025 0.236 0.016
H -0.359122 -1.771475 -2.096824 0.050 -0.033 0.122
H -0.166546 -3.259607 -0.993081 0.033 0.136 0.003
H 0.630910 -1.757827 0.822557 -0.035 0.039 -0.135
H 0.061816 2.604395 0.427881 0.113 -0.058 0.012
H 1.503390 2.469836 1.487593 -0.074 -0.036 -0.113
H 1.666897 2.352666 -0.295476 -0.080 -0.031 0.115
O -2.338523 -0.312196 1.032811 0.063 0.113 -0.055
H -1.475594 -0.017240 1.347295 -0.133 -0.014 0.065
H -2.256663 -0.292970 0.071524 -0.061 -0.015 0.101
```
Forces are in eV/Å.

Record 3
A cluster of 2 separate species, HN3O3 in total in a non-equilibrium geometry. Source: the Open Molecules 2025 dataset; level of theory: ωB97M-V/def2-TZVPD.

For the total energy, the calculation gives -390.48509 Eh. The SMILES is O=[N+]([O-])O.N#N. Its total charge is 0.

```
7
Properties=species:S:1:pos:R:3:forces:R:3
O -2.797794 0.588345 0.007402 -0.466 -0.959 -0.400
N -1.619823 0.628665 -0.017621 1.800 -0.259 0.926
O -0.898457 1.569732 0.044684 0.264 2.067 -0.166
O -0.880082 -0.554909 -0.033882 -4.989 -2.317 -1.141
H -0.011870 -0.392598 0.210277 2.807 1.437 0.745
N 1.600594 0.676902 0.177683 1.529 0.883 -0.345
N 2.374874 1.396370 -0.115655 -0.944 -0.852 0.381
```
Forces are in eV/Å.

Record 4
An isolated molecule of C6H11N in a non-equilibrium geometry. Source: the Open Molecules 2025 dataset; level of theory: ωB97M-V/def2-TZVPD.

For the total energy, the calculation gives -289.90359 Eh. The SMILES is C/C=C/C=C/NC. Its total charge is 0.

```
18
Properties=species:S:1:pos:R:3:forces:R:3
C 3.644891 -0.016873 0.563050 0.794 0.145 -0.176
C 2.305599 0.350149 0.030366 -0.276 -0.177 -0.449
C 1.170808 -0.272340 0.305965 -0.614 -0.097 0.033
C -0.134515 -0.053738 -0.376477 0.634 0.546 -0.416
C -1.257778 0.485898 0.103276 0.401 -1.202 -0.079
N -2.441474 0.588547 -0.629499 -0.381 1.045 -0.489
C -3.549909 -0.205643 -0.203313 -0.596 -1.885 0.940
H 4.387604 0.574421 0.021508 0.102 0.057 0.299
H 3.749445 0.191959 1.630808 0.028 -0.109 -0.092
H 3.932382 -1.051943 0.354302 -0.296 -0.033 0.244
H 2.315033 1.126308 -0.730127 -0.248 0.159 0.150
H 1.169766 -1.148803 0.945093 0.226 0.056 0.394
H -0.060022 -0.344376 -1.424143 -0.511 -0.006 -0.050
H -1.314286 0.757683 1.152917 -0.176 0.082 -0.016
H -2.322956 0.526605 -1.630847 0.331 0.012 0.107
H -3.534491 -0.355321 0.879474 0.074 0.454 0.078
H -3.492378 -1.262052 -0.545108 0.152 0.320 -0.205
H -4.567720 0.109518 -0.447245 0.357 0.631 -0.270
```
Forces are in eV/Å.

Record 5
A structure of composition C19H12Cl2N3OSe2Tl in a non-equilibrium geometry. Source: the Open Molecules 2025 dataset; level of theory: ωB97M-V/def2-TZVPD.

For the total energy, the calculation gives -6866.42831 Eh. Its total charge is 0.

```
40
Properties=species:S:1:pos:R:3:forces:R:3
Tl 0.831964 0.112202 1.057285 -0.254 -0.157 -0.092
Se 3.187796 3.286111 0.749488 2.802 -0.878 0.134
Se 4.941234 2.126875 -0.929301 -1.929 1.333 0.946
C 4.741232 0.339301 -0.327448 -0.952 -0.553 -0.262
C 5.930364 -0.336831 -0.133484 0.935 1.165 -0.158
C 5.959853 -1.698718 0.044370 1.681 -0.718 0.412
C 4.755562 -2.362849 0.080864 -0.712 -0.392 -0.138
C 3.591367 -1.610528 -0.069949 -0.475 0.800 -0.175
N 3.547383 -0.262719 -0.295031 0.532 -1.418 0.365
C 1.494033 3.924986 0.312815 -1.205 0.607 -0.861
C 1.264482 5.318044 0.079432 0.133 -1.523 -0.323
C -0.030582 5.727949 -0.194849 -0.157 -0.059 0.743
C -1.043436 4.750213 -0.156130 0.980 0.927 -0.479
C -0.724769 3.449711 0.181443 -0.391 -0.265 0.039
N 0.508927 3.012515 0.407531 0.371 0.956 -0.237
H 6.812915 0.309027 -0.175379 0.023 -0.667 0.182
H 6.958275 -2.216643 0.194706 -1.476 0.600 -0.272
H 4.668695 -3.449858 0.190449 0.121 0.530 0.042
H 2.618369 -2.118330 -0.035817 0.303 0.227 -0.048
H 2.101606 5.998492 0.007416 0.013 -0.059 0.207
H -0.212521 6.813312 -0.311557 -0.158 -0.902 -0.304
H -2.019805 4.990530 -0.512204 -0.664 0.127 0.265
H -1.509748 2.708016 0.283339 -0.032 -0.061 -0.155
Cl 0.158306 -4.409111 -0.237721 1.180 -0.332 -0.011
C -1.349946 -3.674895 -0.126138 -2.617 2.275 -0.003
C -2.503670 -4.462888 -0.062660 -1.016 0.919 -0.266
C -3.797090 -3.923353 -0.037606 1.924 1.007 -0.007
Cl -5.042380 -5.067828 0.070141 -1.343 -0.580 0.015
C -4.041884 -2.494710 -0.038648 2.646 -1.928 -0.194
C -5.296104 -1.913654 0.032438 -1.155 0.598 0.401
C -5.385043 -0.538985 0.073555 -0.172 -0.297 -0.061
C -4.192684 0.220380 -0.020833 0.356 0.087 0.613
N -2.983018 -0.291702 0.042572 0.196 -1.243 -1.116
C -2.852086 -1.673867 -0.056037 -0.658 0.768 0.513
C -1.491661 -2.228848 -0.123356 0.103 -1.620 0.363
O -0.443522 -1.505004 -0.145842 0.424 0.780 -0.017
H -2.427766 -5.535823 -0.089352 0.135 -0.216 0.098
H -6.175697 -2.580509 0.105988 0.535 0.621 -0.022
H -6.340140 -0.046063 0.263754 0.264 -0.077 -0.421
H -4.208800 1.316067 -0.098228 -0.290 -0.382 0.285
```
Forces are in eV/Å.

Calculated values (eV) of orbital gap for the records, taken in order: 8.3, 11.0, 12.2, 9.3, 4.3.
Calculated values (eV) of E_HOMO for the records, taken in order: -7.6, -10.7, -11.8, -8.1, -6.5.